Molecular formula: C2H13NO4
Method: DFT, ωB97M-V with the def2-TZVPD basis set

The geometry in XYZ format:
```
20
Properties=species:S:1:pos:R:3:forces:R:3
C -3.082 -0.200 0.394 0.27 -1.50 -1.15
N -1.885 0.413 -0.328 -0.16 -2.86 0.02
C -0.700 -0.531 -0.605 -1.40 1.95 -2.35
O -1.009 -1.364 -1.767 -1.48 0.97 0.64
H -3.032 -0.478 1.482 0.71 0.17 -0.88
H -3.968 0.417 0.332 0.13 0.69 -0.25
H -3.425 -1.136 -0.200 0.91 1.33 1.05
H -1.597 1.274 0.071 0.38 0.63 0.41
H -0.512 -1.189 0.208 0.43 -0.31 0.72
H 0.177 0.057 -1.010 -0.86 -0.21 1.49
H -1.773 -0.877 -2.177 1.07 -0.70 0.33
H 5.110 1.461 -0.118 0.38 -0.77 1.63
H 4.299 2.462 -0.843 -1.11 1.01 0.08
O 4.957 1.808 -0.967 0.69 -0.26 -1.71
H 2.024 1.879 1.256 -0.03 -0.14 -2.15
H 1.090 2.850 1.064 -1.13 1.23 -0.49
O 1.584 2.309 0.452 1.17 -1.09 2.64
H 0.161 -3.185 1.522 -1.92 -0.53 1.55
H 0.624 -2.954 0.150 0.86 -0.09 1.07
O 0.956 -3.016 1.085 1.10 0.51 -2.64
```
Positions in Å, forces in eV/Å.

Calculated values
net charge	0
energy above the lowest of the compared OMol25 structures with the same formula, charge and spin	50.2	kcal per mole
energy	-439.6428	a.u.
HOMO-LUMO gap	9.73	eV
HOMO level	-9.472	eV
LUMO energy	0.25	eV
multiplicity	1
structure (SMILES)	CNCO.O.O.O

Results of the natural (NBO) charge analysis, in e, for atoms 1 through 6: C -0.443; N -0.669; C 0.080; O -0.753; H 0.178; H 0.206

Molecular formula: C4H8ClF
Method: DFT, ωB97M-V with the def2-TZVPD basis set

The geometry in XYZ format:
```
14
Properties=species:S:1:pos:R:3:forces:R:3
C 0.953 0.850 1.111 0.65 -2.61 -0.43
C -0.310 0.944 0.349 -2.27 0.06 -1.76
C -0.476 -0.149 -0.846 -0.22 1.23 0.87
C -0.368 -1.646 -0.514 2.82 2.48 -0.04
H 1.096 1.712 1.695 0.24 0.82 1.07
H 0.939 -0.111 1.696 0.09 0.98 -0.09
H 1.802 0.753 0.411 -0.32 0.16 0.24
H -1.261 1.068 0.985 1.56 -0.46 -0.90
H -1.471 -0.078 -1.367 0.99 0.51 0.58
H 0.336 0.116 -1.540 -0.48 -0.10 -0.04
H 0.718 -1.912 -0.433 -0.74 -0.28 -0.78
H -0.712 -1.879 0.427 -1.50 -0.59 2.20
F -1.054 -2.277 -1.469 -0.45 -1.48 -1.13
Cl -0.192 2.610 -0.505 -0.36 -0.74 0.20
```
Positions in Å, forces in eV/Å.

Calculated values
net charge	0
energy above the lowest of the compared OMol25 structures with the same formula, charge and spin	21.4	kcal per mole
energy	-717.2402	a.u.
HOMO-LUMO gap	11.64	eV
HOMO level	-10.678	eV
LUMO energy	0.96	eV
multiplicity	1
structure (SMILES)	C[C@@H](Cl)CCF

Results of the natural (NBO) charge analysis, in e, for atoms 1 through 6: C -0.646; C -0.117; C -0.453; C 0.059; H 0.233; H 0.211

Molecular formula: C5H9NO
Method: DFT, ωB97M-V with the def2-TZVPD basis set

The geometry in XYZ format:
```
16
Properties=species:S:1:pos:R:3:forces:R:3
C 0.936 -1.719 0.455 0.00 0.01 -0.04
C 0.676 -0.459 1.249 -0.03 -0.21 0.13
N 1.139 0.834 0.755 0.26 0.11 -0.10
C -0.296 0.559 0.775 -0.03 0.05 0.01
C -1.013 0.341 -0.532 -0.22 -0.06 0.20
C -1.178 1.445 -1.480 -0.16 0.16 -0.02
O -0.202 0.428 -1.699 0.09 0.03 -0.01
H 0.242 -2.514 0.751 0.10 0.11 -0.03
H 1.955 -2.080 0.635 -0.15 0.06 -0.01
H 0.825 -1.548 -0.621 0.01 -0.02 0.18
H 0.798 -0.576 2.327 -0.05 0.05 -0.17
H 1.493 0.728 -0.196 -0.15 0.02 0.09
H -0.828 1.163 1.513 -0.05 -0.24 -0.21
H -1.752 -0.466 -0.543 0.20 0.13 -0.06
H -1.983 1.436 -2.216 0.08 0.05 0.29
H -0.812 2.428 -1.173 0.09 -0.24 -0.24
```
Positions in Å, forces in eV/Å.

Calculated values
net charge	0
energy above the lowest of the compared OMol25 structures with the same formula, charge and spin	67.4	kcal per mole
energy	-325.8301	a.u.
HOMO-LUMO gap	10.43	eV
HOMO level	-9.295	eV
LUMO energy	1.13	eV
multiplicity	1
structure (SMILES)	C[C@H]1N[C@H]1[C@H]1CO1

Results of the natural (NBO) charge analysis, in e, for atoms 1 through 6: C -0.638; C -0.067; N -0.580; C -0.125; C 0.036; C -0.108

Molecular formula: C5H11N
Method: DFT, ωB97M-V with the def2-TZVPD basis set

The geometry in XYZ format:
```
17
Properties=species:S:1:pos:R:3:forces:R:3
C 1.698 1.297 1.410 -0.57 0.01 6.18
C 0.270 1.000 1.113 -2.68 2.00 -4.32
N -0.805 0.374 -1.868 -0.84 -1.71 4.00
C -0.794 -0.468 -0.685 1.71 -2.13 1.03
C -0.179 -0.342 0.555 -0.54 0.21 0.38
C -1.082 -2.001 -1.007 0.63 1.92 0.10
H 1.826 0.848 2.526 0.06 0.83 -2.08
H 2.023 2.331 1.609 -0.80 -0.04 -0.48
H 2.486 0.849 0.945 1.52 -1.51 -2.14
H -0.508 1.417 1.813 1.22 -0.54 -0.09
H -0.034 1.591 0.136 0.77 -0.15 1.76
H -0.834 1.354 -1.851 0.24 0.91 -0.02
H -0.604 -0.147 -2.657 0.27 -0.47 -1.87
H -0.092 -1.186 1.334 -0.58 0.92 -1.77
H -1.247 -2.573 -0.043 0.63 0.52 -1.52
H -0.208 -2.236 -1.656 -0.32 -0.75 0.88
H -1.917 -2.110 -1.675 -0.73 -0.03 -0.04
```
Positions in Å, forces in eV/Å.

Calculated values
net charge	0
energy above the lowest of the compared OMol25 structures with the same formula, charge and spin	55.5	kcal per mole
energy	-251.7741	a.u.
HOMO-LUMO gap	9.05	eV
HOMO level	-8.027	eV
LUMO energy	1.03	eV
multiplicity	1
structure (SMILES)	CC/C=C(/C)N

Results of the natural (NBO) charge analysis, in e, for atoms 1 through 6: C -0.604; C -0.436; N -0.860; C 0.195; C -0.274; C -0.645

Molecular formula: C28H32N5O3PV
Method: DFT, ωB97M-V with the def2-TZVPD basis set

The geometry in XYZ format:
```
70
Properties=species:S:1:pos:R:3:forces:R:3
V -0.298 0.420 0.562 0.61 0.76 -0.71
C -1.425 1.012 3.136 -0.20 0.65 0.31
N -1.050 -0.190 2.381 -0.50 -0.33 1.01
C -2.251 -0.929 1.993 -0.55 -0.45 -0.09
C -3.026 -0.083 1.008 -0.57 -0.09 0.16
C -4.407 -0.133 0.886 0.13 -0.04 -0.10
C -5.036 0.651 -0.074 0.31 0.02 0.01
C -4.254 1.485 -0.858 0.06 -0.07 0.14
C -2.885 1.502 -0.648 -0.46 0.18 -0.35
N -2.275 0.736 0.255 -1.24 0.22 -0.06
C -0.085 -1.003 3.132 0.39 -0.32 0.24
C 1.124 -1.357 2.306 0.25 -0.38 0.37
C 1.932 -2.425 2.682 -0.06 0.08 -0.14
C 3.037 -2.739 1.908 -0.19 0.24 -0.05
C 3.306 -1.947 0.801 -0.08 0.05 0.09
C 2.471 -0.878 0.520 0.66 -0.19 -0.13
N 1.393 -0.587 1.249 0.53 -0.43 0.39
C -0.441 2.106 2.829 -0.08 0.32 0.54
C -0.207 3.159 3.700 0.06 -0.04 -0.15
C 0.706 4.142 3.349 -0.06 -0.27 -0.19
C 1.386 4.001 2.145 -0.05 -0.14 0.03
C 1.107 2.908 1.342 0.36 0.57 0.09
N 0.183 1.994 1.650 0.41 1.57 1.18
H -1.470 0.823 4.218 -0.03 -0.03 -0.20
H -2.425 1.347 2.831 0.20 -0.12 0.05
H -2.864 -1.201 2.865 0.04 0.07 -0.18
H -1.939 -1.851 1.489 -0.07 0.07 0.18
H -4.994 -0.783 1.516 0.03 -0.10 0.12
H -6.106 0.610 -0.207 -0.09 0.00 0.03
H -4.690 2.120 -1.613 -0.02 0.05 -0.05
H -2.258 2.139 -1.252 0.05 0.07 0.01
H -0.551 -1.924 3.500 0.00 0.18 0.06
H 0.276 -0.445 4.006 -0.19 -0.08 -0.14
H 1.692 -3.010 3.558 -0.08 -0.01 0.04
H 3.664 -3.579 2.162 0.08 -0.06 0.02
H 4.151 -2.163 0.168 0.09 0.08 -0.11
H 2.671 -0.224 -0.317 -0.03 -0.05 -0.02
H -0.732 3.210 4.639 -0.10 -0.03 0.14
H 0.890 4.976 4.011 0.05 0.05 -0.02
H 2.131 4.717 1.836 0.07 0.04 -0.03
H 1.647 2.750 0.416 0.00 0.06 0.05
N -0.499 -1.219 -0.428 0.21 -2.90 -1.66
C -0.057 -2.128 -0.999 -0.92 1.14 0.79
C 0.558 -3.153 -1.716 0.59 -0.92 -0.78
C 0.890 -4.370 -1.106 -0.11 0.29 -0.01
C 1.589 -5.317 -1.824 -0.01 -0.04 -0.03
C 1.950 -5.066 -3.142 -0.04 0.09 0.01
C 1.587 -3.876 -3.761 0.03 -0.06 -0.07
C 0.900 -2.911 -3.056 -0.09 -0.01 0.26
H 0.603 -4.553 -0.082 -0.01 -0.03 0.12
H 1.843 -6.258 -1.361 0.06 -0.06 0.03
H 2.520 -5.799 -3.689 0.00 -0.12 -0.08
H 1.834 -3.702 -4.797 0.09 0.00 -0.04
H 0.634 -1.969 -3.508 0.00 0.05 -0.05
C -1.006 0.321 -3.602 -0.30 -0.06 -0.27
O 0.215 0.455 -2.881 0.11 -0.11 0.25
P 0.400 1.332 -1.554 0.66 1.06 -1.38
O 2.000 1.463 -1.582 -0.40 0.01 0.19
C 2.720 1.709 -2.804 0.29 0.10 -0.27
O -0.152 2.739 -2.168 0.13 -0.72 0.01
C -0.322 3.957 -1.452 -0.16 0.27 0.18
H -0.764 -0.235 -4.507 -0.10 0.04 0.08
H -1.396 1.298 -3.887 0.01 0.00 0.04
H -1.757 -0.230 -3.026 0.11 0.04 0.01
H 3.711 2.041 -2.504 -0.03 -0.01 -0.08
H 2.235 2.478 -3.406 -0.02 0.01 0.11
H 2.788 0.793 -3.390 0.01 0.02 0.09
H 0.630 4.477 -1.334 0.01 -0.07 -0.02
H -0.764 3.785 -0.465 0.01 0.03 -0.09
H -0.993 4.582 -2.047 0.12 -0.11 0.12
```
Positions in Å, forces in eV/Å.

Calculated values
net charge	+2
energy above the lowest of the compared OMol25 structures with the same formula, charge and spin	0.0	kcal per mole
energy	-2870.6830	a.u.
HOMO-LUMO gap (spin up / spin down)	7.62 / 9.29	eV
expectation value of S²	3.77
HOMO level (spin up / spin down)	-12.700 / -14.759	eV
LUMO energy (spin up / spin down)	-5.08 / -5.46	eV
multiplicity	4

Results of the natural (NBO) charge analysis, in e, for atoms 1 through 6: V 0.811; C -0.260; N -0.456; C -0.252; C 0.210; C -0.220

Molecular formula: C24H25NO3
Method: DFT, ωB97M-V with the def2-TZVPD basis set

The geometry in XYZ format:
```
53
Properties=species:S:1:pos:R:3:forces:R:3
C -2.055 2.275 -1.364 -0.37 -0.18 -0.40
C -0.879 2.216 -0.439 0.57 -0.77 1.07
C -0.919 1.364 0.748 -1.52 -0.63 -0.75
C 0.223 1.401 1.692 0.28 -0.12 -0.25
C 0.372 0.063 2.413 0.11 0.60 -0.18
C -0.912 -0.154 3.164 -0.58 -0.34 -0.48
O -2.081 -0.125 2.279 0.21 -0.51 1.18
C -2.086 0.526 1.086 1.33 1.67 -1.72
O -3.096 0.420 0.392 -0.19 -0.69 1.21
O 0.123 2.914 -0.680 -0.21 0.04 0.13
H -2.805 1.525 -1.086 0.27 0.51 -0.39
H -2.489 3.284 -1.335 0.10 -0.09 -0.02
H -1.682 2.101 -2.378 -0.09 0.12 0.06
H 1.133 1.682 1.152 -0.11 0.05 0.11
H 0.033 2.179 2.458 0.31 0.14 0.22
H 0.558 -0.741 1.690 -0.10 0.14 0.16
H 1.218 0.118 3.102 -0.07 -0.20 0.14
H -0.947 -1.140 3.638 -0.11 0.18 0.02
H -1.049 0.624 3.932 0.04 -0.14 -0.14
C -5.512 2.501 5.439 -0.18 -0.36 0.15
N -4.610 3.320 4.648 1.03 -1.00 -1.13
C -3.793 2.838 3.683 -0.61 0.66 0.68
C -3.018 3.902 3.148 0.49 0.57 -0.47
C -2.127 3.806 2.089 -0.97 0.06 1.17
C -1.526 4.961 1.455 0.47 1.23 -0.65
C -2.342 5.985 0.902 0.07 -0.45 0.43
C -1.782 7.142 0.383 -0.04 -0.29 0.11
C -0.396 7.335 0.405 -0.09 -0.34 0.19
C 0.172 8.624 -0.102 0.17 0.23 -0.12
C 0.422 6.314 0.907 -0.19 0.23 -0.08
C -0.124 5.134 1.391 -0.54 -0.65 0.15
C -3.390 5.098 3.909 -0.78 -0.27 0.51
C -3.002 6.430 3.903 -0.08 0.52 0.17
C -3.733 7.356 4.663 0.22 -0.45 -0.04
C -4.790 6.944 5.490 0.01 -0.45 -0.11
C -5.132 5.586 5.584 0.21 0.32 0.01
C -4.409 4.697 4.801 0.16 0.56 -0.38
H -6.289 3.139 5.866 0.09 -0.24 -0.15
H -5.959 1.737 4.791 0.02 0.27 0.19
H -4.980 1.986 6.254 -0.09 0.32 -0.26
H -3.814 1.796 3.373 0.05 0.09 0.05
H -1.964 2.805 1.704 0.64 -0.33 -0.28
H -3.427 5.843 0.908 0.35 0.12 -0.02
H -2.426 7.924 -0.025 0.15 -0.26 0.07
H 1.261 8.635 -0.012 -0.12 0.04 -0.05
H -0.094 8.783 -1.154 0.09 -0.06 0.16
H -0.228 9.477 0.459 0.07 -0.15 -0.06
H 1.504 6.445 0.915 -0.26 -0.05 -0.04
H 0.512 4.323 1.753 -0.14 0.36 -0.18
H -2.146 6.734 3.307 -0.32 0.14 0.07
H -3.472 8.412 4.601 -0.04 -0.28 0.11
H -5.344 7.683 6.067 0.12 -0.21 -0.14
H -5.935 5.220 6.220 0.15 0.30 -0.02
```
Positions in Å, forces in eV/Å.

Calculated values
net charge	0
energy above the lowest of the compared OMol25 structures with the same formula, charge and spin	66.8	kcal per mole
energy	-1209.9374	a.u.
HOMO-LUMO gap	4.29	eV
HOMO level	-6.247	eV
LUMO energy	-1.96	eV
multiplicity	1

Results of the natural (NBO) charge analysis, in e, for atoms 1 through 6: C -0.736; C 0.539; C -0.480; C -0.407; C -0.427; C -0.056

Molecular formula: C4H5BrFI
Method: DFT, ωB97M-V with the def2-TZVPD basis set

The geometry in XYZ format:
```
12
Properties=species:S:1:pos:R:3:forces:R:3
C -0.523 0.381 0.248 -1.83 -3.95 0.05
C 0.381 -0.507 -0.195 3.02 1.82 -0.80
C -1.903 -0.068 0.851 2.28 3.35 -1.13
C 1.890 0.220 -0.865 -2.48 -2.66 3.09
F 1.547 0.677 -2.019 -0.64 1.73 -2.53
Br 2.536 1.575 0.369 -0.03 0.03 -0.24
I 0.398 -2.649 -0.394 -0.25 1.37 0.36
H -0.400 1.385 0.054 0.75 2.15 -0.11
H -2.615 -0.271 0.130 -1.34 -0.43 -1.81
H -2.353 0.636 1.527 0.20 0.52 0.35
H -1.669 -0.908 1.333 0.43 -3.51 2.17
H 2.711 -0.470 -1.038 -0.10 -0.42 0.61
```
Positions in Å, forces in eV/Å.

Calculated values
net charge	0
energy above the lowest of the compared OMol25 structures with the same formula, charge and spin	19.1	kcal per mole
energy	-3126.9049	a.u.
HOMO-LUMO gap	9.52	eV
HOMO level	-9.326	eV
LUMO energy	0.20	eV
multiplicity	1
structure (SMILES)	C/C=C(\I)[C@@H](F)Br

Results of the natural (NBO) charge analysis, in e, for atoms 1 through 6: C -0.220; C -0.192; C -0.624; C 0.166; F -0.325; Br -0.016

Molecular formula: C10H13N2O
Method: DFT, ωB97M-V with the def2-TZVPD basis set

The geometry in XYZ format:
```
26
Properties=species:S:1:pos:R:3:forces:R:3
C 1.498 -1.243 1.691 0.09 -0.30 0.29
C 1.292 0.122 1.856 0.25 -0.48 -0.67
C 0.266 -1.217 -0.405 1.10 0.40 3.24
C 0.139 0.202 -0.265 -0.56 -2.50 -1.59
C 0.915 -1.964 0.611 0.61 1.21 -0.06
C 0.623 0.828 0.838 0.84 -1.75 1.56
C 0.162 2.900 -0.097 0.76 1.52 2.37
C -0.688 0.948 -1.223 -4.55 0.22 -0.90
C 1.030 -3.496 0.508 -0.55 2.06 1.79
C -2.652 0.594 -0.868 1.74 3.13 -0.64
N 0.537 2.192 0.965 -1.40 -0.94 -4.35
N -0.486 2.414 -1.075 -0.74 -1.78 -2.06
O -0.599 0.808 -2.629 0.31 0.24 1.14
H 2.148 -1.765 2.429 -0.79 0.32 -0.57
H 1.734 0.658 2.702 -0.19 -0.21 -0.31
H -0.237 -1.879 -1.045 -0.79 0.04 -1.67
H 0.463 3.922 -0.060 -0.39 0.82 -0.22
H -0.001 -3.843 0.764 0.92 -0.47 -1.02
H 1.525 -3.653 -0.426 -0.45 -1.01 -0.76
H 1.693 -3.838 1.309 -0.12 -0.06 -0.17
H -2.901 0.579 0.216 0.55 -0.46 -0.75
H -3.015 -0.242 -1.479 0.52 0.10 0.38
H -3.137 1.581 -1.266 0.96 -1.78 0.48
H 0.756 2.528 1.813 1.21 2.25 3.18
H -0.762 2.922 -1.940 0.57 -0.17 1.10
H -0.305 -0.055 -2.924 0.11 -0.41 0.19
```
Positions in Å, forces in eV/Å.

Calculated values
net charge	+1
energy above the lowest of the compared OMol25 structures with the same formula, charge and spin	67.6	kcal per mole
energy	-573.3029	a.u.
HOMO-LUMO gap	8.75	eV
HOMO level	-12.269	eV
LUMO energy	-3.52	eV
multiplicity	1

Results of the natural (NBO) charge analysis, in e, for atoms 1 through 6: C -0.176; C -0.226; C -0.196; C -0.163; C 0.043; C 0.175